Record 1
# C12H26HgNO2P2

C12H26HgNO2P2 as an isolated structure (the ωB97M-V functional and the def2-TZVPD basis, the Open Molecules 2025 dataset).

```
44
C12H26HgNO2P2 the ωB97M-V functional and the def2-TZVPD basis
Hg -0.316 0.052 0.683
P 1.983 -0.810 0.064
P -2.396 0.724 -0.734
O 3.045 3.168 -3.243
O 0.289 2.728 -0.642
N -0.227 -0.829 -1.903
C 0.938 -2.099 -3.545
C -2.676 -0.792 -1.720
C -0.274 -2.594 -4.029
C -2.251 2.007 -2.036
C 2.048 -2.387 1.016
C -4.030 1.003 -0.001
C -1.386 -1.309 -2.355
C 2.179 -0.959 -1.661
C -1.466 -2.220 -3.413
C 3.350 0.189 0.691
C 0.983 -1.262 -2.394
C -0.950 -0.826 2.497
H 2.918 2.607 -4.037
H -3.092 -1.560 -1.040
H -3.419 -0.582 -2.513
H -4.245 0.205 0.723
H -1.729 -0.171 2.903
H 1.216 2.886 -0.936
H 3.178 0.462 1.746
H 3.063 -2.807 1.029
H -0.386 3.008 -1.332
H -1.373 1.864 -2.693
H -2.295 3.027 -1.606
H 0.131 1.689 -0.434
H -4.815 1.007 -0.775
H -3.143 1.905 -2.678
H -4.038 1.966 0.526
H -2.442 -2.588 -3.744
H -0.084 -0.887 3.167
H 4.283 -0.391 0.599
H -0.297 -3.244 -4.908
H 3.133 -1.298 -2.025
H 1.884 -2.377 -4.010
H 3.424 1.087 0.059
H 1.733 -2.210 2.056
H 1.373 -3.143 0.592
H 3.942 3.464 -3.194
H -1.339 -1.817 2.232
```

Computed properties:
ΔE to the lowest compared entry with this formula, charge and spin	78.5	kcal/mol
charge	+1
HOMO-LUMO gap	5.485	eV
maximum force	0.0335	hartree/bohr
calculated total energy	-41194.0936	eV

***

Record 2
# C12H26N4O3

One molecule with the formula C12H26N4O3 (the ωB97M-V functional and the def2-TZVPD basis, the Open Molecules 2025 dataset).

```
45
C12H26N4O3 the ωB97M-V functional and the def2-TZVPD basis
O -1.310 0.735 -2.686
O -2.776 2.118 -1.754
O 1.502 -1.007 -0.565
N 0.434 0.979 -0.653
N 1.225 -4.976 4.757
N -1.769 -0.924 0.056
N 1.621 1.695 -3.412
C -0.710 1.847 -0.576
C 1.515 3.115 -3.833
C -0.463 -3.895 3.161
C -0.488 -0.817 0.747
C 0.577 -0.292 -0.182
C 0.786 3.782 -1.461
C -0.372 3.369 -0.517
C -0.028 -2.128 1.419
C -0.974 -2.587 2.553
C 0.801 -3.773 3.996
C -1.702 1.589 -1.695
C 0.382 3.771 -2.981
H -0.106 3.599 0.515
H 1.631 -3.452 3.390
H -0.579 -0.039 1.518
H 2.465 3.599 -3.574
H 0.532 -5.213 5.474
H -0.050 -2.913 0.667
H -1.107 -1.804 3.318
H 1.004 -2.072 1.784
H 1.102 1.082 -1.476
H -0.265 -4.631 2.330
H 0.167 4.787 -3.286
H 1.271 -5.781 4.165
H 1.184 4.789 -1.217
H 2.505 1.347 -3.742
H -0.532 3.182 -3.072
H 0.659 -2.952 4.765
H -2.020 0.746 -3.309
H -1.290 1.599 0.309
H -1.303 -4.359 3.751
H -1.744 -1.613 -0.651
H 1.656 3.111 -1.320
H -1.961 -2.778 2.139
H 1.360 3.242 -4.954
H -1.243 3.915 -0.766
H -2.466 -1.210 0.739
H 0.882 1.218 -3.871
```

Computed properties:
ΔE to the lowest compared entry with this formula, charge and spin	0.0	kcal/mol
HOMO-LUMO gap	9.935	eV
maximum force	0.0423	hartree/bohr
calculated total energy	-24969.5943	eV

***

Record 3
# C12H26NO7P

A 4-piece molecular cluster, C12H26NO7P overall (the ωB97M-V functional and the def2-TZVPD basis, the Open Molecules 2025 dataset).

```
47
C12H26NO7P the ωB97M-V functional and the def2-TZVPD basis
P 1.701 -0.859 -2.422
O 1.910 -0.133 -0.968
O 2.904 -0.590 -3.220
O 0.504 -5.204 0.393
O 0.589 2.935 -0.557
O 1.538 -2.480 -2.325
O 0.446 -0.114 -3.195
O -1.155 4.400 1.836
N -2.181 0.759 -0.676
C 2.337 4.500 0.024
C -0.773 -0.235 -2.492
C -1.075 0.672 -1.450
C -0.689 5.162 2.947
C 0.699 -2.938 -1.217
C -0.383 -6.321 0.454
C -1.708 -1.249 -2.858
C -0.834 -6.566 1.881
C 1.629 3.751 -1.088
C -3.045 -0.201 -1.074
C 0.328 4.370 3.746
C -2.904 -1.192 -2.068
H 0.024 -6.768 2.528
H 2.759 3.799 0.747
H 1.175 4.091 3.117
H -1.562 -1.991 -3.658
H -1.560 3.596 2.183
H -0.034 3.516 -0.097
H -1.519 -7.415 1.934
H -4.014 -0.198 -0.525
H 1.265 -5.407 0.950
H 1.195 4.449 -1.811
H 1.325 -3.589 -0.583
H 3.141 5.123 -0.373
H -0.096 -3.586 -1.657
H -0.112 3.442 4.121
H 1.572 -0.665 -0.227
H -0.240 6.076 2.557
H -1.335 -5.683 2.281
H 0.129 -7.200 0.052
H -1.239 -6.099 -0.184
H 0.193 -2.128 -0.651
H -0.293 1.445 -1.234
H -1.545 5.436 3.571
H 0.696 4.950 4.595
H 2.327 3.100 -1.615
H -3.728 -1.898 -2.263
H 1.635 5.138 0.568
```

Computed properties:
ΔE to the lowest compared entry with this formula, charge and spin	20.8	kcal/mol
HOMO-LUMO gap	9.817	eV
maximum force	0.0750	hartree/bohr
calculated total energy	-37977.7066	eV

***

Record 4
# C12H27BCaN2S2

C12H27BCaN2S2 as an isolated structure (the ωB97M-V functional and the def2-TZVPD basis, the Open Molecules 2025 dataset).

```
45
C12H27BCaN2S2 the ωB97M-V functional and the def2-TZVPD basis
Ca 5.161 -2.424 -0.638
S -3.883 1.168 -2.346
S -2.551 -1.374 -2.191
N -3.090 0.262 -0.001
N 3.270 1.742 0.111
C -4.969 -1.066 0.851
C 0.197 -1.037 -2.100
C -1.880 0.957 0.444
C -0.968 -1.745 -1.409
C 3.245 3.214 -0.068
C 2.801 -1.271 1.932
C -3.151 0.096 -1.401
C 3.345 -1.082 0.495
C 2.049 1.069 -0.372
C 1.556 -1.450 -1.485
C -2.232 2.194 1.259
C -3.456 -0.928 0.794
B 2.246 -0.463 -0.488
H 1.799 1.447 -1.360
H -1.273 0.293 1.065
H 0.057 0.038 -2.077
H 4.226 -0.411 0.535
H -5.270 -2.060 1.158
H -3.019 1.935 1.960
H 1.394 -2.392 -0.948
H 2.282 -1.661 -2.286
H 1.194 1.255 0.285
H -5.384 -0.850 -0.128
H 4.026 3.527 -0.749
H -5.372 -0.322 1.527
H 2.027 -0.540 2.129
H -1.303 1.263 -0.421
H 3.649 -2.071 0.119
H -3.012 -1.839 0.406
H 3.343 1.584 1.108
H 3.362 3.724 0.880
H -2.650 2.944 0.598
H 3.595 -1.134 2.657
H -0.964 -1.575 -0.337
H 2.300 3.542 -0.490
H -1.378 2.588 1.803
H 2.414 -2.271 2.079
H -3.090 -0.741 1.800
H -0.835 -2.816 -1.550
H 0.194 -1.319 -3.147
```

Computed properties:
charge	+2
HOMO-LUMO gap	1.903	eV
maximum force	0.0515	hartree/bohr
calculated total energy	-56628.1230	eV

***

Record 5
# C12H27BN5O5

A 2-piece molecular cluster, C12H27BN5O5 overall (the ωB97M-V functional and the def2-TZVPD basis, the Open Molecules 2025 dataset).

```
50
C12H27BN5O5 the ωB97M-V functional and the def2-TZVPD basis
O -4.268 -0.812 -1.150
O 3.182 2.357 -1.195
O -4.095 -3.078 -1.865
O 1.843 -2.302 1.123
O -4.085 -2.569 0.500
N -4.567 1.774 0.386
N 1.103 1.307 -1.374
N -3.014 2.143 -1.355
N -3.281 0.003 -0.569
N 2.577 -1.901 3.235
C 1.971 2.082 0.830
C -1.645 1.528 -1.418
C 2.747 -2.141 1.927
C -1.972 0.016 -1.229
C 0.603 2.150 -2.453
C 2.694 -0.671 -1.328
C 2.183 1.936 -0.657
C 1.224 -1.826 3.761
C -0.913 1.952 -2.671
C 3.699 -1.718 4.140
C 1.378 -0.082 -1.798
C -3.689 1.323 -0.474
B -4.115 -2.202 -0.819
H -3.218 -3.108 -2.254
H -5.420 1.271 0.589
H -3.186 -2.534 0.838
H -3.457 1.976 -2.264
H -1.290 -0.494 -0.558
H -1.961 -0.472 -2.203
H 3.808 -2.181 1.630
H -4.396 2.619 0.906
H 0.580 -0.739 -1.452
H 1.127 1.932 -3.384
H -1.097 1.263 -3.494
H 2.392 1.236 1.368
H 3.519 -0.240 -1.888
H -1.347 2.907 -2.963
H 3.678 -2.477 4.923
H 0.672 -1.027 3.262
H 2.838 -0.604 -0.261
H 0.700 -2.765 3.582
H 3.653 -0.731 4.603
H 4.634 -1.805 3.592
H 0.908 2.115 1.056
H 0.770 3.193 -2.204
H 2.413 3.006 1.184
H 2.678 -1.727 -1.582
H -1.164 1.882 -0.513
H 1.349 -0.137 -2.889
H 1.260 -1.629 4.828
```

Computed properties:
ΔE to the lowest compared entry with this formula, charge and spin	0.0	kcal/mol
charge	+1
HOMO-LUMO gap	6.870	eV
maximum force	0.0310	hartree/bohr
calculated total energy	-31240.0748	eV